No. 1
Molecular formula: C13H26NO4P2Ti
Method: DFT, ωB97M-V/def2-TZVPD

## Properties
- charge = +3
- relative energy (zero: lowest compared OMol25 entry of this formula, charge and spin) (kJ/mol) = 181.3
- lowest unoccupied orbital energy (eV) = -12.581

Last column: Löwdin charge in e.
Cartesian coordinates (Å):
Ti1 0.09883 0.36237 0.46083  1.194
P1 2.15343 -1.09309 0.87858  0.911
C1 2.35317 -1.39626 -0.93588  -0.248
C2 1.03011 -1.71188 -1.59084  -0.296
N1 -0.10623 -1.14726 -1.09991  -0.021
C3 -1.29046 -1.46351 -1.69381  -0.283
C4 -1.36753 -2.34263 -2.77417  0.036
C5 -0.19794 -2.82218 -3.34784  0.051
C6 1.00425 -2.52620 -2.71928  0.038
C7 -2.59342 -0.91523 -1.15304  -0.234
P2 -2.27792 0.57303 -0.15670  0.890
H1 1.93874 -2.93851 -3.08733  0.146
H2 -2.34723 -2.66397 -3.13757  0.152
H3 -0.23681 -3.43892 -4.24544  0.152
H4 -3.26134 -0.69491 -2.00695  0.133
H5 -3.07076 -1.70547 -0.54407  0.135
H6 2.81849 -0.50649 -1.41123  0.127
H7 3.03403 -2.24686 -1.07295  0.123
H8 1.17360 3.77394 -1.59199  0.028
O1 1.58456 2.93842 -1.91162  -0.105
H9 2.27884 3.23936 -2.55327  0.081
H10 -0.53899 4.47367 0.66230  0.086
O2 -0.67841 4.43896 -0.32793  -0.088
H11 -1.19081 5.25909 -0.53884  0.097
C8 -2.25925 1.90304 -1.39486  -0.188
H12 -3.23797 1.88308 -1.89834  0.093
H13 -2.03608 2.87263 -0.92174  0.033
H14 -1.44993 1.77579 -2.13034  0.075
C9 -3.73057 0.74668 0.90308  -0.180
H15 -3.60765 1.63393 1.53483  0.072
H16 -4.64851 0.85124 0.30533  0.095
H17 -3.84956 -0.09004 1.60395  0.080
C10 2.28974 -2.78649 1.61299  -0.178
H18 3.25887 -3.24288 1.34157  0.087
H19 2.20540 -2.76369 2.70851  0.073
H20 1.48300 -3.46018 1.29392  0.069
C11 3.73284 -0.33547 1.33051  -0.202
H21 3.68101 -0.01642 2.37529  0.070
H22 4.55864 -1.04660 1.20019  0.090
H23 3.92589 0.57273 0.75187  0.071
C12 -0.08754 0.94518 4.30799  0.084
C13 -0.08637 0.76195 2.82276  -0.576
O3 -0.59864 -0.28561 2.26829  -0.093
O4 0.44313 1.63169 2.01651  -0.069
H24 -0.29881 -0.01763 4.79836  0.124
H25 -0.90035 1.66276 4.50737  0.135
H26 0.90252 1.35882 4.56087  0.129

=====

No. 2
Molecular formula: C7H10N
Method: DFT, ωB97M-V/def2-TZVPD

## Properties
- charge = +1
- relative energy (zero: lowest compared OMol25 entry of this formula, charge and spin) (kJ/mol) = 841.0
- lowest unoccupied orbital energy (alpha / beta) (eV) = -6.353 / -6.854

Last column: Löwdin charge in e.
Cartesian coordinates (Å):
C1 2.10695 -0.03434 0.22536  -0.371
C2 3.09806 -0.81609 0.13827  0.318
C3 1.75612 1.38892 -0.00192  -0.016
C4 -0.35506 -0.00813 -1.48763  0.305
C5 -0.56882 -0.21894 0.01450  -0.527
C6 -1.62828 0.66255 0.68316  -0.032
C7 -0.62763 -1.72082 0.45676  -0.003
N1 0.79855 0.37218 0.23488  0.051
H1 1.81488 2.28777 0.77591  0.184
H2 1.88826 1.73919 -1.09830  0.159
H3 0.11614 -0.73723 -2.11067  0.113
H4 -0.64513 0.83560 -2.05214  0.100
H5 -1.59064 0.59015 1.87706  0.142
H6 -2.63305 0.28390 0.39357  0.099
H7 -1.49300 1.81325 0.36466  0.136
H8 0.39401 -2.26151 0.41091  0.114
H9 -1.30581 -2.24874 -0.29082  0.112
H10 -1.12555 -1.92770 1.46645  0.115

=====

No. 3
Molecular formula: C52H40BF7N3O17
Method: DFT, ωB97M-V/def2-TZVPD

## Properties
- charge = -1
- lowest unoccupied orbital energy (eV) = -0.415

Last column: Löwdin charge in e.
Cartesian coordinates (Å):
N1 -0.46496 1.52889 -1.91305  0.127
C1 -0.68291 0.33766 -2.41087  -0.102
O1 -0.82208 -0.95109 -3.10668  -0.032
C2 0.50951 -1.59396 -3.15496  -0.208
O2 1.70861 -0.81894 -2.78934  -0.033
B1 2.88306 -1.55129 -3.37676  -0.757
C3 4.16168 -0.67836 -3.93291  -0.107
C4 5.54578 -0.84720 -3.06086  -0.301
N2 5.33218 -0.72610 -1.54360  -0.064
O3 2.33734 -2.16083 -4.61244  -0.069
C5 0.87745 -1.94463 -4.71410  -0.216
C6 0.26573 -3.44364 -4.96490  -0.070
C7 0.97901 -4.29281 -6.18333  -0.158
N3 0.35122 -4.76670 -7.31111  0.013
C8 0.76948 -0.79341 -5.87368  -0.065
F1 2.06832 -0.85768 -6.64319  0.013
F2 0.75062 0.58229 -5.25028  0.020
C9 -0.43640 -1.00527 -6.96214  -0.095
F3 -1.73665 -1.42624 -6.38933  0.037
F4 0.05246 -1.86896 -8.07861  0.026
C10 -0.71936 0.48851 -7.66184  -0.142
F5 -1.51033 0.17165 -8.90856  -0.003
F6 0.52658 1.14641 -8.14218  0.046
F7 -1.59551 1.35927 -6.84205  0.040
H1 0.35558 -2.50586 -2.40317  0.192
H2 3.12890 -2.37996 -2.55973  0.095
H3 3.81137 0.45307 -4.00140  0.112
H4 4.41388 -1.00151 -5.04064  0.107
H5 6.06859 -1.89795 -3.23320  0.114
H6 6.32437 -0.00757 -3.34614  0.092
H7 6.27830 -0.56480 -1.08580  0.039
H8 4.79989 0.18323 -1.44602  0.070
H9 -0.92372 -3.45163 -5.05217  0.135
H10 0.49409 -4.06553 -3.97181  0.130
H11 2.14083 -4.53928 -6.09229  0.137
H12 1.06940 -5.26994 -7.89791  0.034
C11 -3.78659 -1.89878 2.61590  0.027
C12 -3.02319 -2.43046 1.65628  0.031
C13 -2.31224 -1.57835 0.68280  -0.362
O4 -1.61490 -2.06420 -0.19707  0.114
C14 -2.47618 -0.11674 0.81178  0.044
C15 -3.23957 0.41494 1.77140  0.025
C16 -3.95053 -0.43718 2.74488  -0.391
O5 -4.64786 0.04867 3.62476  0.030
H13 -4.31542 -2.50950 3.33744  0.122
H14 -2.89226 -3.50058 1.54892  0.122
H15 -1.94735 0.49397 0.09025  0.096
H16 -3.37050 1.48505 1.87876  0.127
C17 -0.79956 -0.37347 7.54413  0.018
C18 -0.12810 0.69638 7.10722  0.021
C19 -0.70589 1.60283 6.09543  -0.382
O6 -0.09121 2.58116 5.69350  0.101
C20 -2.05431 1.28231 5.58665  0.029
C21 -2.72576 0.21245 6.02356  0.020
C22 -2.14797 -0.69399 7.03535  -0.381
O7 -2.76265 -1.67232 7.43728  0.094
H17 -0.38999 -1.04888 8.28529  0.120
H18 0.86152 0.94544 7.47115  0.121
H19 -2.46387 1.95771 4.84548  0.123
H20 -3.71538 -0.03660 5.65963  0.101
C23 -1.06454 -7.51408 -5.49685  0.022
C24 -2.00629 -8.19343 -6.15861  0.021
C25 -3.27055 -8.58493 -5.50471  -0.389
O8 -4.13223 -9.20847 -6.10906  0.088
C26 -3.45437 -8.19544 -4.09251  0.016
C27 -2.51262 -7.51610 -3.43075  0.022
C28 -1.24836 -7.12459 -4.08465  -0.374
O9 -0.38669 -6.50106 -3.48030  0.098
H21 -0.13132 -7.21980 -5.96133  0.106
H22 -1.88680 -8.48584 -7.19497  0.122
H23 -4.38759 -8.48972 -3.62803  0.119
H24 -2.63212 -7.22368 -2.39440  0.122
C29 -9.47100 1.75567 1.50362  0.019
C30 -8.39716 1.31167 0.84328  0.026
C31 -7.34835 0.52801 1.52525  -0.362
O10 -6.36417 0.12293 0.92209  0.109
C32 -7.53288 0.25279 2.96401  0.025
C33 -8.60672 0.69679 3.62435  0.026
C34 -9.65553 1.48045 2.94237  -0.388
O11 -10.63971 1.88553 3.54554  0.090
H25 -10.24912 2.33239 1.01867  0.120
H26 -8.24766 1.50458 -0.21231  0.124
H27 -6.75476 -0.32394 3.44896  0.099
H28 -8.75622 0.50388 4.67993  0.122
C35 5.42843 0.05717 3.73092  0.027
C36 6.19182 -0.47450 2.77130  0.032
C37 6.90278 0.37761 1.79782  -0.377
O12 7.60011 -0.10824 0.91794  0.091
C38 6.73884 1.83922 1.92680  0.029
C39 5.97544 2.37089 2.88642  0.026
C40 5.26449 1.51878 3.85990  -0.370
O13 4.56715 2.00463 4.73977  0.069
H29 4.89960 -0.55354 4.45245  0.121
H30 6.32275 -1.54462 2.66394  0.126
H31 7.26767 2.44993 1.20526  0.124
H32 5.84451 3.44101 2.99378  0.124
C41 7.57405 4.66264 7.97862  0.019
C42 6.94938 5.44878 8.86072  0.017
C43 5.47643 5.47437 8.95553  -0.389
O14 4.90378 6.19507 9.76124  0.091
C44 4.72104 4.59688 8.03946  0.026
C45 5.34571 3.81074 7.15736  0.031
C46 6.81866 3.78515 7.06254  -0.374
O15 7.39131 3.06444 6.25684  0.099
H33 8.65361 4.63239 7.89557  0.120
H34 7.48930 6.09755 9.53999  0.120
H35 3.64149 4.62712 8.12251  0.123
H36 4.80580 3.16197 6.47809  0.091
C47 -2.94386 6.41341 -1.63688  0.015
C48 -2.27632 7.28143 -2.40321  0.014
C49 -1.11997 6.85454 -3.21551  -0.390
O16 -0.50717 7.64875 -3.91566  0.087
C50 -0.73113 5.43179 -3.14946  0.027
C51 -1.39867 4.56377 -2.38313  0.022
C52 -2.55502 4.99066 -1.57083  -0.381
O17 -3.16782 4.19644 -0.87068  0.090
H37 -3.79369 6.71016 -1.03441  0.117
H38 -2.54962 8.32811 -2.46301  0.117
H39 0.11870 5.13503 -3.75194  0.125
H40 -1.12537 3.51708 -2.32333  0.057

=====

No. 4
Molecular formula: CH6N4
Method: DFT, ωB97M-V/def2-TZVPD

## Properties
- relative energy (zero: lowest compared OMol25 entry of this formula, charge and spin) (kJ/mol) = 297.8
- lowest unoccupied orbital energy (eV) = 0.673

Last column: Löwdin charge in e.
Cartesian coordinates (Å):
C1 -0.34047 -0.29718 -0.22675  -0.612
H1 -0.05945 0.93419 1.94307  0.115
H2 1.52854 0.61223 1.51241  0.034
H3 0.15935 1.72081 -0.62380  0.113
H4 -1.04297 0.50934 -2.04281  0.194
H5 -1.11732 -1.31788 -1.76561  0.096
H6 0.05342 -0.97835 1.58999  0.051
N1 0.71802 0.99344 1.21264  -0.019
N2 0.06729 0.94266 -0.04450  -0.038
N3 -0.45620 -0.49642 -1.60360  0.034
N4 0.03107 -1.39642 0.54221  0.032

=====

No. 5
Molecular formula: C9H17MoN2O2Se
Method: DFT, ωB97M-V/def2-TZVPD

## Properties
- charge = -1
- lowest unoccupied orbital energy (alpha / beta) (eV) = 2.758 / 2.712

Last column: Löwdin charge in e.
Cartesian coordinates (Å):
Mo1 -0.50862 0.88089 0.37774  1.049
C1 -0.10422 -1.59091 2.58334  -0.051
C2 -0.89532 -0.40681 2.08694  -0.517
N1 -0.70322 0.84179 2.54194  -0.153
O1 0.46308 0.99319 3.35204  -0.103
C3 -2.14832 -0.58931 1.31074  -0.374
C4 -3.53302 -0.84431 1.83634  -0.027
N2 -1.80242 -0.62211 0.04224  -0.357
O2 -2.50252 -1.02551 -0.93986  -0.169
H1 0.96408 -1.35631 2.57944  0.065
H2 -0.29822 -2.45951 1.95264  0.077
H3 -0.38612 -1.83351 3.61364  0.072
H4 0.51207 1.94849 3.50254  0.086
H5 -3.61002 -0.51841 2.87194  0.072
H6 -3.77592 -1.91001 1.77054  0.075
H7 -4.25202 -0.30111 1.21984  0.076
Se1 -1.51942 2.98839 -0.01046  -0.202
C5 1.05788 -0.98981 -1.80606  -0.089
C6 1.52798 0.47389 -1.80246  -0.724
C7 0.69248 1.25229 -2.83506  -0.093
C8 3.01088 0.50969 -2.19396  -0.089
C9 1.26898 1.08539 -0.44306  -0.271
H8 1.24958 -1.45781 -2.77196  0.075
H9 -0.01863 -1.02681 -1.62246  0.046
H10 1.57288 -1.55401 -1.02626  0.076
H11 0.82098 0.84809 -3.83856  0.071
H12 0.98008 2.30339 -2.84146  0.078
H13 -0.36592 1.18069 -2.55976  0.049
H14 3.15698 0.08289 -3.18726  0.071
H15 3.60618 -0.06171 -1.48206  0.074
H16 3.38618 1.53129 -2.20676  0.072
H17 2.15378 1.62769 -0.07456  0.033